# C31H75AgClN5O13

A structure of composition C31H75AgClN5O13 at a distorted geometry (ωB97M-V/def2-TZVPD, the OMol25 dataset).

The calculation puts the LUMO energy at -1.593 eV. The HOMO-LUMO gap is 7.32 eV. Its calculated total energy is -3084.953639 Ha. For the HOMO energy, the calculation gives -8.909 eV. The charge is 0. As for the largest force on an atom: 0.0985 hartree/bohr.

```
126
Properties=species:S:1:pos:R:3:forces:R:3:mulliken_charge:R:1
Ag 1.894 -0.384 2.987 -0.722 0.678 -1.243 0.7177
Cl 0.675 -0.535 0.428 0.599 -0.153 1.058 -1.0579
O -2.838 2.211 -4.457 -1.323 -2.071 -2.255 -0.6689
O -4.213 -6.796 0.661 -1.232 -0.399 0.553 -0.3099
O 6.393 0.207 1.537 1.453 1.254 -1.786 -0.5657
O -4.466 -0.988 -0.238 0.081 1.609 -0.610 -0.2793
O -0.376 0.011 4.149 1.936 0.243 0.365 -0.1233
O 2.707 0.168 -5.266 -1.709 1.390 -0.727 -0.4690
O -5.979 -0.833 2.075 -0.858 -0.703 -0.602 -0.4173
O -2.905 2.224 2.824 1.022 -1.011 -0.558 -0.4976
O 1.424 3.066 -5.860 -0.912 -0.536 0.496 -0.1692
O 3.890 3.274 -1.883 -3.535 -1.732 3.191 -0.7338
O -2.038 -4.768 0.537 1.027 0.445 0.694 -0.3222
O 1.568 2.156 2.956 -0.919 -2.301 -0.592 0.1058
O 2.688 -5.067 -2.222 -0.381 1.580 1.477 -0.7450
N 2.332 3.126 4.859 -0.441 -0.263 1.340 -0.1103
N 2.342 -3.619 -0.512 -0.346 2.236 1.180 0.4514
N -1.981 3.972 -3.566 0.167 3.983 -0.889 -0.1607
N 5.194 0.074 3.369 -1.435 -2.020 0.194 -0.1957
N 1.819 2.625 -0.928 0.885 0.860 -1.293 0.7478
C 3.161 2.643 -0.990 3.530 1.069 -3.075 0.4729
C -1.436 0.929 4.100 -0.120 1.367 -1.127 -1.1607
C -0.706 -4.133 0.380 -0.804 -0.037 -1.105 -0.7845
C 0.999 3.464 -1.862 0.443 -0.384 2.012 -1.1660
C -6.435 -0.112 3.209 -0.376 -0.847 -0.496 -0.7833
C -0.811 -1.327 4.103 -1.916 0.214 0.798 -0.7189
C 1.918 2.122 5.863 0.741 -0.521 -0.787 -0.7320
C -5.616 -7.051 0.791 -0.083 0.435 -0.256 -0.8122
C -1.741 1.401 2.632 -1.704 -0.780 1.269 1.0370
C 2.221 0.817 -4.065 2.097 0.427 -0.149 -0.7131
C 1.503 -3.120 -2.664 -0.860 0.446 -1.171 -0.7878
C 2.163 0.741 -6.523 0.617 -0.949 0.907 -0.6299
C 5.662 -0.458 2.195 -0.194 -0.661 0.532 0.6044
C 2.507 4.284 2.718 0.240 0.644 -0.639 -1.1350
C -2.432 -5.695 -0.492 1.134 0.178 -0.459 -0.5702
C 2.983 -4.395 0.435 1.010 -1.904 2.300 -1.0701
C -2.491 2.778 -3.474 0.242 -1.557 2.711 0.5154
C -3.916 -6.083 -0.507 1.266 1.030 0.891 -0.4639
C 2.243 -3.983 -1.754 0.942 -3.339 -3.143 0.8194
C 2.239 2.280 -6.693 0.635 -1.122 -1.011 -0.6125
C -1.944 4.685 -4.911 2.147 -1.178 1.376 -0.7002
C 5.402 1.439 3.797 -0.419 -1.164 0.149 -0.5357
C 5.224 -1.859 1.762 -0.553 0.361 1.387 -0.7429
C -3.637 2.470 1.639 -0.353 1.867 1.070 -0.6195
C -3.815 -1.201 -1.493 0.400 -0.835 1.303 -0.6578
C -4.634 -1.138 2.094 2.148 0.115 -0.233 -0.4704
C -2.527 2.108 -2.073 0.246 0.191 -0.424 -0.4113
C 2.061 3.086 3.528 1.457 2.107 0.831 0.3971
C 1.824 4.354 -5.481 1.694 0.158 -0.011 -1.0806
C 3.924 1.698 -0.079 -0.216 -1.139 0.099 -0.6812
C -4.021 -1.801 0.819 -2.880 0.300 0.676 0.4392
H 1.509 1.259 5.338 -0.570 0.262 0.046 0.1134
H 4.679 1.555 4.604 0.105 0.522 0.023 0.1034
H -1.585 -1.363 3.336 0.334 -0.813 -0.414 0.1239
H 2.373 -5.243 0.745 -0.031 -0.473 -0.292 0.3809
H 2.759 0.326 -3.255 -0.798 -0.770 0.190 0.2819
H -4.459 -5.137 -0.512 -0.501 0.037 -0.279 0.2338
H 4.779 -0.588 4.009 0.056 0.229 0.089 0.2664
H 4.292 2.080 0.873 0.039 0.462 -0.267 0.1143
H -0.944 4.383 -5.220 0.080 0.286 -0.740 0.0569
H 5.995 -2.621 1.874 0.323 0.371 -0.397 0.3767
H 2.076 2.508 -7.747 -0.945 -0.120 -0.351 0.4946
H 2.855 4.280 -5.135 0.439 0.321 -0.284 0.4963
H -1.336 -1.518 5.039 -0.184 -0.237 0.263 0.3143
H -1.877 5.760 -4.740 -0.635 -0.108 -0.125 0.3240
H -1.823 -6.599 -0.477 0.100 -0.268 0.534 0.3919
H -0.280 -3.480 1.142 -1.195 -0.409 1.359 0.2788
H -3.853 -0.422 -2.255 -0.850 0.272 0.503 0.2738
H -2.596 4.301 -5.696 -0.506 0.247 0.749 0.3181
H 3.369 0.793 0.167 -0.784 0.146 0.210 0.0500
H 1.268 0.199 -6.827 -0.915 0.653 0.756 0.3294
H -4.267 3.262 2.046 -1.065 -0.317 -0.484 0.3090
H 1.951 5.209 2.875 -0.389 -0.204 0.314 0.3920
H 1.432 3.633 -2.848 0.127 -0.723 0.253 0.0973
H -0.045 -2.102 4.069 0.361 0.490 -0.619 0.3397
H -2.946 -1.953 0.915 0.167 0.257 -0.070 0.0067
H 1.352 4.803 -4.607 -0.895 -0.776 -0.014 0.3061
H 0.143 -4.789 0.189 -0.512 -0.650 -0.418 0.4659
H 4.794 -1.830 0.760 0.208 -0.023 0.071 0.2099
H 1.417 2.118 -0.152 -0.363 -0.187 -0.260 -0.2848
H 3.320 2.405 -6.758 0.421 1.004 1.506 0.3701
H -2.765 -1.243 -1.203 0.421 -0.701 -0.680 0.2428
H -4.264 -2.123 -1.861 0.662 -0.222 -0.575 0.2508
H 1.154 0.991 -3.927 -0.087 -0.632 -0.263 0.4193
H -3.096 3.059 0.899 0.648 -0.597 -0.359 0.1848
H 1.267 2.486 6.658 -0.296 0.220 -0.468 0.3254
H -0.989 1.939 2.054 0.503 -0.001 0.602 0.1250
H 2.820 0.282 -7.263 0.577 0.571 -0.158 0.3476
H 2.784 1.704 6.377 0.355 0.255 0.015 0.3177
H -4.531 -2.761 0.742 0.338 -0.550 -0.240 0.0770
H 6.411 1.510 4.204 0.037 0.797 -0.394 0.3232
H -4.062 -0.216 2.201 0.171 0.263 0.395 0.0123
H 1.730 5.108 -6.263 0.095 -0.120 -0.392 0.3000
H -3.479 1.598 -1.926 -0.086 0.459 0.074 0.4025
H -1.996 0.513 2.053 -0.074 -0.108 -0.306 -0.3322
H 5.114 2.044 2.937 0.649 0.544 0.358 0.0836
H 2.408 4.039 1.661 -0.136 -0.127 0.088 0.0192
H -1.787 1.311 -1.989 0.208 -0.037 -0.419 0.0725
H 0.983 4.432 -1.360 -0.540 0.334 -0.303 0.5134
H 3.544 4.597 2.840 0.171 -0.388 0.407 0.4153
H 0.017 2.992 -1.860 0.080 0.309 -0.400 0.3661
H -4.183 1.626 1.218 0.153 -0.045 0.028 0.2309
H 0.486 -3.512 -2.689 -0.277 0.208 0.145 0.1294
H 1.879 -3.358 -3.659 0.109 0.525 0.013 0.4009
H -5.819 -0.314 4.085 0.489 0.688 -0.051 0.3154
H -2.279 2.788 -1.258 -0.376 0.155 0.007 0.0799
H -6.030 -7.614 -0.045 0.374 -0.780 -0.011 0.3213
H -1.717 4.534 -2.770 -0.190 -0.316 -0.066 0.2675
H 3.182 -3.935 1.403 -0.160 0.835 -0.260 0.2025
H -4.399 -1.792 2.934 0.138 -0.184 0.333 0.4744
H -6.584 0.914 2.873 0.309 0.261 0.727 0.2552
H -2.284 0.553 4.672 -0.555 -0.586 -0.810 0.3865
H -6.259 -6.173 0.730 0.438 0.826 0.192 0.3195
H 2.727 1.776 -3.956 -0.290 0.576 -0.428 0.2614
H -7.393 -0.532 3.514 -0.288 0.084 -0.326 0.3086
H 1.887 -2.753 -0.260 0.039 0.194 0.216 -0.2035
H 2.723 3.956 5.281 -0.024 0.070 -0.576 0.2151
H 4.745 1.232 -0.625 0.325 0.776 -0.086 0.4439
H -4.115 -6.693 -1.388 -0.052 0.118 -0.285 0.3702
H -0.763 -3.354 -0.380 -0.126 -0.388 -0.816 0.2211
H 4.470 -2.175 2.483 -0.464 -0.230 -0.169 0.1149
H -1.309 1.854 4.663 1.239 0.032 0.182 0.2878
H 3.951 -4.782 0.116 -0.124 -0.036 -0.377 0.3795
H 1.485 -2.055 -2.430 0.039 -0.049 -0.057 0.1194
H -2.154 -5.259 -1.451 -0.369 0.267 -0.369 0.3755
H -5.855 -7.490 1.760 0.454 -0.330 -0.208 0.2792
```
Forces are in eV/Å.